This record from the Open Molecules 2025 dataset describes a molecular structure, C34H42MgN5O3PS. The level of theory is ωB97M-V/def2-TZVPD.

XYZ file:
```
87
Properties=species:S:1:pos:R:3:forces:R:3
Mg -1.077 -0.471 -0.851 0.0 0.6 0.3
C -5.125 1.095 -0.944 0.0 0.0 0.0
C -3.981 0.192 -0.515 0.1 0.0 0.1
O -2.881 0.410 -1.102 -0.3 -0.3 -0.1
C -4.234 -0.763 0.467 0.1 0.0 -0.1
C -3.276 -1.700 0.978 0.0 0.1 0.0
C -3.767 -2.783 1.905 0.0 0.0 0.0
N -2.024 -1.633 0.653 0.0 -0.2 0.0
N -1.203 -2.665 1.127 0.0 0.1 0.0
C 0.030 -2.448 0.742 0.1 0.1 0.0
O 0.492 -1.430 0.118 -0.1 -0.3 -0.1
C 0.997 -3.555 1.052 -0.1 0.0 0.0
C 2.080 -3.755 0.201 0.0 0.0 0.0
C 3.014 -4.747 0.471 0.0 0.0 0.0
C 2.883 -5.541 1.604 0.0 0.0 0.0
C 1.800 -5.347 2.455 0.0 0.0 0.0
C 0.859 -4.365 2.175 0.0 0.0 0.0
H -5.341 0.925 -2.003 0.0 0.0 0.0
H -4.799 2.132 -0.840 0.0 0.0 0.0
H -6.032 0.932 -0.358 0.0 0.0 0.0
H -5.246 -0.835 0.847 0.0 0.0 0.0
H -4.850 -2.725 2.020 0.0 0.0 0.0
H -3.289 -2.691 2.883 0.0 0.0 0.0
H -3.484 -3.762 1.518 0.0 0.0 0.0
H 2.174 -3.108 -0.663 0.0 0.0 0.0
H 3.851 -4.895 -0.202 0.0 0.0 0.0
H 3.622 -6.304 1.826 0.0 0.0 0.0
H 1.691 -5.963 3.341 0.0 0.0 0.0
H 0.006 -4.201 2.822 0.0 0.0 0.0
N 0.311 4.137 -0.682 0.0 0.0 0.0
C 0.048 2.762 -0.786 0.2 -0.1 -0.1
S -0.753 2.024 0.528 -0.1 0.0 0.0
N 0.503 2.241 -1.899 -0.3 0.0 0.1
N 0.156 0.911 -2.117 0.1 -0.2 -0.1
C 0.662 0.457 -3.205 0.1 0.1 0.0
C 0.596 -0.884 -3.773 0.0 0.0 0.0
C 1.446 -1.127 -4.859 0.0 0.0 0.0
C 1.519 -2.350 -5.501 0.0 0.0 0.0
C 0.694 -3.382 -5.037 0.0 0.0 0.0
C -0.168 -3.180 -3.985 0.0 0.1 0.0
C -0.270 -1.926 -3.307 -0.1 -0.1 0.1
O -1.107 -1.780 -2.351 0.2 0.1 -0.2
H 0.407 4.427 0.278 0.0 0.0 0.0
H 1.067 4.424 -1.288 0.0 0.0 0.0
H 1.264 1.164 -3.781 0.0 0.0 0.0
H 2.077 -0.309 -5.196 0.0 0.0 0.0
H 2.196 -2.503 -6.332 0.0 0.0 0.0
H 0.733 -4.359 -5.512 0.0 0.0 0.0
H -0.807 -3.975 -3.619 0.0 0.0 0.0
C 3.396 -1.631 2.632 0.0 0.0 0.0
C 2.834 -0.445 3.425 0.1 -0.1 -0.1
C 1.493 -0.887 4.030 0.0 0.0 0.0
C 3.790 -0.077 4.558 0.0 0.0 0.0
P 2.359 0.912 2.195 0.0 0.0 0.2
C 2.194 2.319 3.386 0.1 0.0 0.1
C 0.884 2.596 3.786 0.0 0.0 0.0
C 0.608 3.586 4.723 0.0 0.0 0.0
C 1.637 4.340 5.267 0.0 0.0 0.0
C 2.946 4.090 4.871 0.0 0.0 0.0
C 3.216 3.089 3.948 0.0 0.0 0.0
C 3.855 1.331 1.120 0.0 0.0 -0.1
C 3.594 2.744 0.580 0.0 0.0 0.0
C 3.748 0.373 -0.082 0.0 0.0 0.0
C 5.278 1.248 1.677 0.0 0.0 0.0
H 3.339 -2.544 3.235 0.0 0.0 0.0
H 4.441 -1.481 2.353 0.0 0.0 0.0
H 2.816 -1.804 1.724 0.0 0.0 0.1
H 1.664 -1.730 4.710 0.0 0.0 0.0
H 0.792 -1.204 3.254 0.0 0.0 0.0
H 1.026 -0.080 4.601 0.0 0.0 0.0
H 3.967 -0.963 5.182 0.0 0.0 0.0
H 3.375 0.704 5.199 0.0 0.0 0.0
H 4.759 0.265 4.188 0.0 0.0 0.0
H 0.073 2.045 3.327 0.0 0.0 0.0
H -0.421 3.780 5.002 0.0 0.0 0.0
H 1.423 5.121 5.987 0.0 0.0 0.0
H 3.761 4.673 5.286 0.0 0.0 0.0
H 4.245 2.907 3.669 0.0 0.0 0.0
H 2.603 2.807 0.123 0.0 0.0 0.0
H 4.335 2.970 -0.196 0.0 0.0 0.0
H 3.665 3.508 1.357 0.0 0.0 0.0
H 2.738 0.370 -0.499 0.0 0.0 0.0
H 3.995 -0.655 0.188 0.0 0.0 0.0
H 4.448 0.696 -0.863 0.0 0.0 0.0
H 5.456 1.920 2.517 0.0 0.0 0.0
H 5.983 1.528 0.884 0.0 0.0 0.0
H 5.535 0.237 1.996 0.0 0.0 0.0
```
Positions in Å, forces in eV/Å.

## Properties
electronic energy	-75107.3906	eV
largest force on an atom	0.70	eV/Å
multiplicity	1
charge	-2
HOMO level	-1.07	eV
LUMO	4.2	eV

Atomic partial charges in e from the Mulliken method, atoms 1 to 5: number 1, Mg, carries 1.625; number 2, C, carries -1.442; number 3, C, carries 1.226; number 4, O, carries -0.797; number 5, C, carries -1.335